{
  "formula": "C7H10O2S",
  "method": "ωB97M-V with the def2-TZVPD basis set",
  "symbols": ["H", "C", "S", "C", "C", "H", "H", "C", "C", "H", "C", "H", "O", "C", "O", "H", "H", "H", "H", "H"],
  "coordinates": [[0.798314, -1.063778, -2.389236], [-2.230918, -0.805378, 0.632491], [-1.311134, -1.645941, -0.644168], [-0.157227, -0.523001, 0.205935], [1.193176, -0.373461, -0.233985], [1.788409, -1.290677, -0.047456], [2.725340, 1.240034, 0.071824], [-0.891267, -0.584143, 1.537500], [1.162025, -0.139975, -1.767981], [1.789183, 0.778864, 1.542499], [-1.545953, 1.107117, -0.247336], [0.940982, 1.667413, 0.452408], [-1.231547, 2.173694, -0.639895], [1.708328, 0.907015, 0.508058], [-2.613596, 0.491713, 0.150363], [0.362423, 0.618092, -2.181059], [-0.848628, 0.295732, 2.241949], [-3.147956, -1.348807, 1.032686], [-0.631624, -1.527639, 2.034911], [2.141673, 0.023119, -2.259501]],
  "forces_ev_per_angstrom": [[0.574, 1.044, 1.562], [-0.242, -1.177, 2.293], [0.302, -0.674, 0.206], [-4.437, 1.963, -0.776], [1.445, 1.652, -0.853], [-0.065, 0.499, 0.173], [-1.732, -0.301, 0.776], [-0.739, -0.656, -0.652], [-1.512, -0.828, -2.785], [0.569, -0.698, 1.688], [4.531, -1.854, 0.373], [0.107, 0.431, -0.727], [-1.265, 0.235, -0.077], [1.540, -0.191, -2.219], [-1.302, 0.697, 0.006], [1.817, -0.905, 1.377], [-0.121, -0.870, -0.846], [1.252, 1.091, -0.468], [-0.352, 0.144, 0.243], [-0.370, 0.397, 0.706]],
  "de_lowest_kcal_mol": 50.39,
  "homo_ev": -7.818,
  "e_tot_ha": -821.268434,
  "lumo_energy_ha": 0.025,
  "homo_lumo_gap_ha": 0.3125
}